Entry from OMol25: a molecular structure, C22H36AuN2OP2S in a non-equilibrium geometry (ωB97M-V/def2-TZVPD).

Values from the calculation:
HOMO energy = -10.970 eV
ΔE to the lowest compared entry with this formula, charge and spin = 0.5 kcal per mole
LUMO = -3.37 eV
net charge = +1

Atoms and positions in Å:
Au (-1.084, -0.290, 1.471)
C (-0.211, -1.980, -1.386)
P (0.668, -1.219, 0.009)
C (1.403, 0.261, -0.795)
N (2.351, 0.119, -1.691)
C (3.007, 1.239, -2.110)
C (4.076, 1.073, -3.125)
C (4.986, 2.044, -3.190)
C (4.747, 3.359, -2.600)
C (3.704, 3.533, -1.790)
C (2.806, 2.463, -1.503)
N (1.742, 2.657, -0.719)
C (1.020, 1.585, -0.410)
P (-0.534, 1.877, 0.604)
C (0.034, 3.111, 1.821)
C (-1.631, 2.796, -0.574)
C (-1.825, 2.100, -1.912)
C (-1.080, 4.250, -0.840)
C (-3.009, 2.873, 0.084)
C (2.028, -2.409, 0.438)
C (3.178, -1.602, 0.979)
C (1.367, -3.394, 1.421)
C (2.543, -3.187, -0.797)
H (0.415, -2.213, -2.277)
H (-1.018, -1.322, -1.815)
H (-0.657, -2.909, -1.082)
H (4.102, 0.122, -3.635)
H (5.868, 2.029, -3.823)
H (5.452, 4.225, -2.667)
H (3.568, 4.420, -1.259)
H (0.808, 3.670, 1.255)
H (0.524, 2.531, 2.629)
H (-0.834, 3.620, 2.221)
H (-0.877, 1.874, -2.422)
H (-2.392, 2.811, -2.561)
H (-2.321, 1.172, -1.715)
H (-0.661, 4.409, -1.846)
H (-0.269, 4.384, -0.173)
H (-1.860, 5.043, -0.636)
H (-3.427, 1.856, 0.217)
H (-3.726, 3.343, -0.589)
H (-2.962, 3.489, 0.967)
H (2.823, -0.810, 1.617)
H (3.826, -1.147, 0.236)
H (3.814, -2.178, 1.677)
H (0.907, -2.887, 2.238)
H (2.139, -4.147, 1.702)
H (0.533, -3.939, 0.882)
H (2.988, -2.520, -1.568)
H (1.697, -3.698, -1.336)
H (3.306, -3.945, -0.337)
O (-2.697, -1.370, 4.134)
S (-2.684, -1.547, 2.669)
C (-2.415, -3.254, 2.155)
C (-3.737, -3.894, 2.211)
C (-4.769, -2.927, 1.651)
C (-4.369, -1.532, 2.168)
H (-1.591, -3.678, 2.823)
H (-1.994, -3.143, 1.139)
H (-4.060, -4.126, 3.232)
H (-3.836, -4.743, 1.557)
H (-5.764, -3.251, 1.883)
H (-4.708, -2.907, 0.529)
H (-4.876, -1.511, 3.091)
H (-4.556, -0.658, 1.471)



Entry from OMol25: 2 unconnected molecules or ions with the total composition C22H36BF3I2NO5 in a non-equilibrium geometry (ωB97M-V/def2-TZVPD).

Values from the calculation:
HOMO energy = -5.595 eV
LUMO = 2.17 eV
net charge = -1

Atoms and positions in Å:
C (-2.583, -3.605, -6.477)
O (-1.518, -2.669, -6.190)
C (-0.880, -2.967, -4.916)
C (-1.856, -2.634, -3.646)
C (-1.095, -1.962, -2.407)
B (-2.067, -1.026, -1.418)
C (-0.967, -0.376, -0.330)
C (-0.997, 1.229, -0.242)
C (-0.196, 1.690, 1.110)
C (0.554, 3.088, 0.880)
N (1.345, 3.397, 2.130)
C (2.640, 4.045, 2.157)
C (3.006, 4.068, 3.669)
C (1.882, 3.445, 4.554)
C (0.868, 3.068, 3.447)
C (-2.817, 0.102, -2.345)
C (-1.895, 0.807, -3.457)
C (-2.272, 0.432, -4.967)
O (-3.424, 0.155, -5.383)
O (-1.226, 0.456, -5.960)
C (-3.200, -1.986, -0.725)
I (-2.349, -3.560, 0.593)
C (-4.409, -1.276, 0.051)
C (-4.064, 0.034, 0.894)
I (-6.180, -0.892, -1.228)
H (-3.562, -3.202, -6.043)
H (-2.721, -3.660, -7.613)
H (-2.394, -4.669, -6.103)
H (0.143, -2.481, -4.779)
H (-0.688, -4.113, -4.922)
H (-2.218, -3.677, -3.287)
H (-2.788, -2.094, -4.018)
H (-0.593, -2.827, -1.816)
H (-0.209, -1.356, -2.841)
H (0.118, -0.665, -0.626)
H (-1.112, -0.766, 0.737)
H (-0.445, 1.667, -1.161)
H (-2.034, 1.692, -0.151)
H (-1.000, 1.714, 1.931)
H (0.608, 0.905, 1.329)
H (1.337, 2.928, 0.041)
H (-0.120, 3.952, 0.563)
H (3.281, 4.438, 1.302)
H (3.954, 4.460, 4.180)
H (1.782, 3.284, 5.669)
H (-0.114, 2.554, 3.721)
H (-3.353, 0.933, -1.746)
H (-3.669, -0.426, -2.929)
H (-0.760, 0.707, -3.256)
H (-2.096, 1.946, -3.368)
H (-1.555, -0.071, -6.733)
H (-3.697, -2.599, -1.575)
H (-4.802, -2.052, 0.816)
H (-3.059, -0.021, 1.465)
H (-4.865, 0.110, 1.729)
H (-4.164, 1.023, 0.307)
C (6.713, -0.981, 3.727)
C (6.552, 0.384, 4.369)
O (5.179, 0.634, 4.699)
C (4.731, 0.059, 5.834)
O (5.403, -0.630, 6.559)
C (3.275, 0.443, 6.085)
F (2.512, 0.326, 4.981)
F (3.158, 1.726, 6.497)
F (2.690, -0.317, 7.031)
H (6.053, -1.077, 2.861)
H (7.745, -1.137, 3.406)
H (6.444, -1.779, 4.423)
H (6.851, 1.160, 3.660)
H (7.188, 0.493, 5.252)